<one>
The following is a DFT calculation (wB97M-V/def2-TZVPD) of a cluster of 2 separate species, C9H14 in total.

LUMO level (eV): 1.024
Kohn-Sham gap (eV): 10.13
SMILES string: Cc1ccccc1.CC

XYZ file:
```
23
C9H14 wB97M-V/def2-TZVPD
H -1.172 -3.563 0.597
H -0.645 3.108 -1.495
C -1.189 -1.971 -0.791
C 1.172 -1.113 0.395
C -0.464 -0.966 -1.396
H -1.306 3.461 1.012
C 2.390 -0.625 1.120
H 0.790 -2.633 1.872
C -1.312 2.475 -0.905
C -0.700 -2.622 0.338
H 2.192 -0.287 2.139
C 0.445 -2.163 0.958
H -2.113 -2.273 -1.270
H -0.696 -0.558 -2.372
H 0.183 2.642 0.675
H 1.295 0.245 -1.244
H -2.312 2.883 -1.064
H 3.160 -1.396 1.164
C -0.899 2.544 0.573
C 0.717 -0.544 -0.773
H 2.865 0.230 0.630
H -1.207 1.659 1.120
H -1.194 1.467 -1.284
```

***

<two>
The following is a DFT calculation (wB97M-V/def2-TZVPD) of a cluster of 2 separate species, C9H14 in total.

LUMO level (eV): 1.048
Kohn-Sham gap (eV): 10.15
SMILES string: Cc1ccccc1.CC

XYZ file:
```
23
C9H14 wB97M-V/def2-TZVPD
H 2.227 -0.806 -2.214
C -0.374 -2.414 1.061
C 1.894 -0.506 -1.251
H 1.620 -1.453 -0.783
H -2.435 0.640 -0.478
C 1.090 1.895 -0.718
H -0.847 -0.843 -0.959
H 0.481 3.910 -0.400
H -0.038 -0.945 2.663
H 2.157 2.133 -0.715
H -1.509 -1.903 2.855
C 0.169 2.890 -0.554
H 0.715 -2.365 0.835
C -1.182 2.483 -0.541
C -1.511 1.154 -0.719
C -0.477 0.167 -0.849
H -2.034 3.150 -0.643
H -1.280 -0.583 1.576
C -0.842 -1.414 2.127
H -0.804 -2.224 0.085
H -0.640 -3.413 1.421
C 0.839 0.557 -1.047
H 2.780 -0.110 -0.751
```

***

<three>
The following is a DFT calculation (wB97M-V/def2-TZVPD) of a cluster of 2 separate species, C9H14 in total.

LUMO level (eV): 1.018
Kohn-Sham gap (eV): 10.09
SMILES string: Cc1ccccc1.CC

XYZ file:
```
23
C9H14 wB97M-V/def2-TZVPD
H 0.951 0.407 1.806
C 0.227 1.345 0.005
H 2.512 -1.250 -1.817
C 0.343 1.319 -1.389
H -2.368 -2.933 2.398
H -3.671 -2.497 1.204
H -1.724 -1.173 -0.069
C 0.963 0.415 0.724
H -0.693 3.299 0.066
H -2.938 -1.285 2.222
H 2.442 -1.039 0.781
H -0.108 2.130 -1.960
C 1.917 -0.513 -1.286
H 1.222 0.436 -3.088
H -0.281 2.765 1.615
H -1.652 1.978 0.721
H -0.685 -1.659 1.147
C -2.727 -2.211 1.676
C 1.847 -0.461 0.093
C 1.230 0.457 -2.011
C -0.643 2.377 0.661
H -1.256 -2.842 0.117
C -1.619 -1.970 0.674
```

***

<four>
The following is a DFT calculation (wB97M-V/def2-TZVPD) of a cluster of 2 separate species, C9H14 in total.

LUMO level (eV): 1.037
Kohn-Sham gap (eV): 10.11
SMILES string: Cc1ccccc1.CC

XYZ file:
```
23
C9H14 wB97M-V/def2-TZVPD
H -3.168 -0.132 -0.890
H 1.589 -3.975 1.498
H 0.989 1.737 -3.157
H 2.899 -2.394 2.888
H 3.033 -1.708 1.285
H -2.182 -0.508 1.489
H 1.602 2.469 -1.817
C -1.667 -0.028 0.667
H 0.837 -2.898 0.473
C 2.311 -2.027 2.047
H 1.355 1.396 0.266
H 0.003 3.060 -2.542
C 1.271 -2.927 1.465
C -1.386 0.821 -1.560
C -0.188 1.387 -1.276
C 0.630 2.222 -2.244
H 0.386 -2.901 2.119
H 0.169 0.116 1.862
C -0.320 0.372 0.935
H 1.952 -1.081 2.470
C 0.363 1.063 -0.030
H -1.818 0.789 -2.558
C -2.175 0.167 -0.584
```

***

The structure with the greatest stability is <one>.

***

<one>
The following is a DFT calculation (wB97M-V/def2-TZVPD) of the molecule C5H11NOSi.

LUMO level (alpha / beta) (eV): -0.472 / -0.003
Kohn-Sham gap (alpha / beta) (eV): 8.10 / 8.80

XYZ file:
```
19
C5H11NOSi wB97M-V/def2-TZVPD
H 2.242 1.705 1.019
C 1.500 -0.978 0.076
C 2.006 1.454 -0.026
H 2.552 2.060 -0.774
C 0.183 -0.598 0.767
H 0.165 1.634 -1.184
H 2.674 0.012 -1.221
H -0.879 -1.381 -1.420
H 0.170 2.544 0.297
H -3.199 -0.251 1.117
C -2.963 -0.604 0.191
N 2.440 0.006 -0.255
H 0.255 -0.168 1.811
C 0.643 1.819 -0.300
O 1.833 -2.163 -0.013
Si -1.291 -1.465 -0.038
H -3.891 -1.121 0.086
H -1.574 -2.794 0.263
H -2.867 0.290 -0.396
```

***

<two>
The following is a DFT calculation (wB97M-V/def2-TZVPD) of the molecule C5H11NOSi.

LUMO level (eV): 0.029
Kohn-Sham gap (eV): 8.55
SMILES string: C=C[SiH2][C@@H](C)/C=N/O

XYZ file:
```
19
C5H11NOSi wB97M-V/def2-TZVPD
H 0.894 0.616 -1.957
H -0.477 -2.899 0.643
H 4.357 0.778 0.026
C -2.007 -0.021 -0.665
H -1.141 -1.741 -1.516
C 3.452 1.282 0.370
C -1.141 -1.200 -0.565
H 3.731 2.211 0.752
C 2.153 1.009 0.341
N -2.117 0.675 0.416
H -2.140 -2.170 1.028
Si 0.947 -0.234 -0.739
H -2.167 0.490 -1.615
H -2.948 2.294 1.050
H 1.559 1.704 0.997
H -0.691 -1.202 1.489
H 1.792 -1.465 -1.021
O -3.000 1.789 0.231
C -1.055 -1.916 0.735
```

***

The structure with the greatest stability is <one>.

***

<one>
The following is a DFT calculation (wB97M-V/def2-TZVPD) of the molecule C4H9N3O2.

LUMO level (eV): 0.685
Kohn-Sham gap (eV): 9.35
SMILES string: [H]/N=C(/C(N)=N\O)[C@@H](C)O

XYZ file:
```
18
C4H9N3O2 wB97M-V/def2-TZVPD
H 1.701 0.567 -1.979
H -0.474 -0.637 3.287
N 0.422 -1.763 1.299
C 0.413 0.494 0.301
H -1.731 0.274 -2.465
C -1.464 0.436 -1.415
C 0.097 -0.496 1.383
H -1.667 1.490 -1.196
H 0.192 -0.950 -1.378
H -2.114 -0.177 -0.784
C -0.004 0.105 -1.182
H -0.495 0.948 2.642
N -0.607 -0.049 2.474
O 0.785 0.888 -2.067
H 1.057 2.169 -0.300
O 1.400 -2.012 0.322
H 1.601 -2.955 0.472
N 0.888 1.666 0.586
```

***

<two>
The following is a DFT calculation (wB97M-V/def2-TZVPD) of a cluster of 2 separate species, C4H9N3O2 in total.

LUMO level (alpha / beta) (eV): -1.174 / -1.680
Kohn-Sham gap (alpha / beta) (eV): 4.39 / 8.41

XYZ file:
```
18
C4H9N3O2 wB97M-V/def2-TZVPD
C 1.172 0.796 1.304
H -3.669 1.762 -0.381
H 0.552 0.911 2.204
O -1.052 2.605 0.015
O -2.459 -2.166 -0.848
H -1.260 -0.564 -0.508
C 0.460 0.048 0.332
N -2.946 1.175 -0.116
H 2.174 0.440 1.471
H -3.015 0.231 -0.096
N -0.796 0.291 -0.089
C 1.033 -1.218 -0.313
H 0.318 -1.654 -0.962
N -1.656 -2.941 -0.385
C -1.597 1.517 -0.042
H 1.307 -1.947 0.430
H 1.260 1.867 1.146
H 1.975 -0.908 -0.692
```

***

<three>
The following is a DFT calculation (wB97M-V/def2-TZVPD) of the molecule C4H9N3O2.

LUMO level (eV): 0.838
Kohn-Sham gap (eV): 10.78
SMILES string: [H]/N=C\OC(N)(N)C(C)=O

XYZ file:
```
18
C4H9N3O2 wB97M-V/def2-TZVPD
H 0.659 1.955 1.387
C -1.238 -1.567 0.334
N -2.031 -1.771 1.318
H 2.083 -0.487 0.839
H 1.146 -0.047 -2.261
C -0.195 1.134 -0.408
H -0.246 -0.788 -2.142
N 0.683 -0.780 -1.717
O -0.721 1.575 -1.436
C 0.552 -0.241 -0.383
H -1.512 -1.738 -0.715
N 1.939 -0.027 -0.059
H -1.009 1.330 1.562
O 0.003 -1.130 0.571
H -1.535 -1.534 2.183
H -0.705 2.874 0.730
C -0.319 1.867 0.907
H 2.448 -0.626 -0.710
```

***

<four>
The following is a DFT calculation (wB97M-V/def2-TZVPD) of the molecule C4H9N3O2.

LUMO level (eV): 0.507
Kohn-Sham gap (eV): 9.53
SMILES string: [H]/N=C(/N)N[C@H](C)C(=O)O

XYZ file:
```
18
C4H9N3O2 wB97M-V/def2-TZVPD
H 1.505 -2.011 1.304
H -1.056 1.597 -1.015
C -0.260 -0.143 -1.846
N -0.919 -1.960 1.641
H -1.307 -0.369 -2.151
N -0.793 0.180 0.640
H 0.257 1.679 1.565
C -0.217 -1.018 1.130
C -0.395 0.809 -0.635
H 1.593 -0.559 0.429
O 0.983 1.977 0.956
H -1.766 0.163 0.791
C 0.887 1.576 -0.346
H 0.247 -1.175 -1.740
H -1.864 -1.738 2.004
O 1.772 1.767 -1.149
N 1.107 -1.114 1.076
H 0.226 0.340 -2.654
```

***

The structure with the greatest stability is <four>.

***

<one>
The following is a DFT calculation (wB97M-V/def2-TZVPD) of a cluster of 2 separate species, C4H9N3O2 in total.

LUMO level (alpha / beta) (eV): 0.061 / 0.059
Kohn-Sham gap (alpha / beta) (eV): 7.82 / 7.82

XYZ file:
```
18
C4H9N3O2 wB97M-V/def2-TZVPD
H -0.395 -1.770 -1.492
H 1.120 3.425 -1.770
H -1.168 -2.106 0.077
C -0.674 -1.406 -0.509
H 0.981 -0.907 2.409
H -0.757 -1.548 1.946
C 0.197 -1.186 1.656
N 0.289 1.616 -1.183
N 2.687 -0.068 0.256
H -1.061 -0.356 -0.647
N 0.431 -1.166 0.370
H 0.589 3.249 0.008
O 2.924 0.187 1.419
H 0.360 1.335 -2.158
O 3.449 0.275 -0.624
C 1.620 -0.800 -0.237
C 0.696 2.816 -1.001
H 1.830 -0.829 -1.334
```

***

<two>
The following is a DFT calculation (wB97M-V/def2-TZVPD) of the molecule C4H9N3O2.

LUMO level (eV): 0.802
Kohn-Sham gap (eV): 10.50
SMILES string: C[C@@H]1NCCN1[N+](=O)[O-]

XYZ file:
```
18
C4H9N3O2 wB97M-V/def2-TZVPD
C 0.560 0.654 -0.252
H 0.252 1.057 -1.225
N -0.157 1.158 0.945
H -0.233 2.120 0.887
H 2.562 0.002 -0.844
O -0.882 -2.339 -1.565
H -2.129 0.675 0.273
O 0.285 -0.811 -2.554
N 0.033 -0.767 -0.343
H -0.730 -1.379 1.646
H -1.745 0.524 2.236
C -1.435 0.378 1.056
N -0.225 -1.336 -1.584
H 2.351 1.580 -0.583
C 2.035 0.659 -0.108
H 2.324 0.518 0.987
C -0.983 -1.060 0.671
H -1.883 -1.634 0.355
```

***

The structure with the greatest stability is <two>.

***

<one>
The following is a DFT calculation (wB97M-V/def2-TZVPD) of a cluster of 2 separate species, C2H9N2 in total.

LUMO level (eV): -4.112
Kohn-Sham gap (eV): 11.73
Net charge: +1

XYZ file:
```
13
C2H9N2 wB97M-V/def2-TZVPD
H 0.835 1.363 2.095
H 1.700 1.892 -0.068
H 0.590 -0.301 1.537
H 0.960 0.724 -1.975
N 0.592 0.473 -1.065
H -0.189 -0.342 -0.928
H -0.694 -2.257 -0.913
H -2.020 -1.319 -1.084
H -1.353 -1.546 0.407
H -0.669 0.892 1.290
N -1.145 -1.408 -0.577
C 0.416 0.751 1.301
C 0.977 1.080 -0.020
```

***

<two>
The following is a DFT calculation (wB97M-V/def2-TZVPD) of a cluster of 2 separate species, C2H9N2 in total.

LUMO level (eV): -3.148
Kohn-Sham gap (eV): 11.84
Net charge: +1

XYZ file:
```
13
C2H9N2 wB97M-V/def2-TZVPD
H -1.138 1.448 0.262
H -2.562 0.403 0.316
H 2.229 0.492 1.078
H 1.722 1.412 -0.285
H 1.454 -1.514 0.080
H 0.942 -0.515 -1.383
C 1.204 -0.550 -0.336
C -1.563 0.520 -0.109
N -0.714 -0.603 0.266
H -1.055 -1.473 -0.137
H -1.656 0.569 -1.192
N 1.798 0.510 0.164
H -0.659 -0.697 1.276
```

***

The structure with the greatest stability is <one>.